a:
Molecular formula: C29H50ClIN2O3PSi
Method: DFT, the ωB97M-V functional and the def2-TZVPD basis

SMILES string: CC(=O)N(C(C)=O)[C@@]1(P(C)C)[C@H](C)O[C@H](I)[N@+]1(CCCCl)CCCCCCCC[Si](C)(C)c1ccccc1
Net charge: +1
2S+1: 1
Orbital gap in eV: 8.1
Molecular weight in u: 696.1

Each line ends with the Mulliken charge.
Geometry (Å):
C -0.596 -3.165 -0.661  -1.179
H -4.694 -0.358 2.688  0.345
I -3.989 -1.645 0.234  0.113
H -2.292 3.703 3.542  0.346
H -2.270 -2.614 -1.934  0.343
H -2.850 2.643 -1.590  0.582
H -5.041 2.153 2.427  0.284
H 0.929 4.300 1.641  0.467
C 2.490 -0.747 -3.272  -0.405
C 1.238 -3.182 1.114  -0.982
O -0.003 2.059 1.156  -0.338
H 0.924 1.251 -1.868  -0.449
H 0.953 -1.673 -0.406  -0.763
C -0.702 3.040 1.257  0.139
H 6.557 -0.008 -0.008  0.345
H -3.475 -0.953 3.790  0.376
H -0.758 -2.777 -2.754  0.562
C -4.171 1.933 0.419  0.126
N -2.049 2.972 0.899  1.262
H -0.451 4.621 2.686  0.362
H 5.796 -3.743 0.940  0.342
C -3.503 0.161 -0.886  -0.350
H 0.114 1.359 -3.462  0.454
H -0.231 -0.176 1.968  -0.171
C -0.916 -0.891 -1.848  -0.544
H -3.494 -0.174 -1.914  0.978
H 4.467 -3.812 -2.029  0.282
H 3.101 0.222 -1.476  0.402
H 2.043 -1.956 -4.997  0.453
H 3.314 -3.896 -4.178  0.400
H -4.230 0.607 4.090  0.355
H 0.863 -2.441 1.825  -0.096
C 3.155 -0.695 -2.055  -0.482
H 3.097 -3.861 0.367  0.548
C 3.885 -1.786 -1.569  0.704
N -2.229 0.910 -0.542  0.925
C -1.109 -0.114 -0.536  -1.702
H 2.952 -3.998 2.122  0.387
H 6.261 -3.422 -0.728  0.362
H 0.713 -4.115 1.336  0.532
C 2.751 -3.351 1.270  -1.019
H -4.018 3.647 3.227  0.198
H -1.060 3.398 -2.696  0.637
C 0.833 -2.753 -0.305  1.350
H -4.203 2.916 -0.044  0.673
H -5.760 0.879 1.444  0.433
H -1.247 -0.784 0.304  0.822
C 0.401 1.898 -2.562  0.355
C -0.769 2.653 -1.950  -1.085
H -1.448 -0.449 -2.691  0.797
P -2.454 0.752 2.474  0.558
H -0.415 3.233 -1.113  0.171
H 1.525 -3.214 -1.009  0.484
C -0.154 4.371 1.668  -1.803
C 2.547 -1.902 -4.042  -0.545
C 6.079 -2.957 0.241  -1.223
H 5.416 0.496 1.233  0.394
C -2.070 1.896 -1.698  -1.011
Si 4.734 -1.645 0.111  -0.025
C -3.861 -0.053 3.308  -1.195
C -5.314 1.870 1.415  -1.751
H -6.088 2.561 1.087  0.279
H 2.782 -1.176 1.603  0.185
O -4.488 1.081 -0.709  -0.523
C 5.496 0.068 0.234  -1.239
H 5.058 0.757 -0.487  0.342
C 3.263 -2.998 -3.578  -0.841
H -3.188 5.201 3.208  0.447
C -2.852 4.078 1.479  0.307
O -3.254 4.911 0.719  -0.491
C -2.685 1.620 0.824  -0.109
H 1.943 0.116 -3.631  0.381
C 3.925 -2.936 -2.360  -0.164
C 3.489 -1.998 1.478  -0.514
H -2.322 1.360 -2.610  0.958
C -3.092 4.146 2.956  -1.306
H -0.395 0.321 3.629  0.587
C -1.206 -2.393 -1.832  -1.371
H -0.216 0.450 -0.330  0.690
H 4.073 -2.077 2.398  0.556
H -1.113 -1.202 3.092  0.491
H -1.231 -3.101 0.230  0.298
H 0.134 -0.788 -2.117  -0.718
C -0.914 -0.166 2.808  -0.906
H 7.017 -2.507 0.565  0.388
H -0.477 5.169 1.001  0.368
H -0.600 -4.221 -0.936  0.542
Cl 1.627 3.090 -3.091  -0.169


b:
Molecular formula: C29H50ClIN2O3PSi
Method: DFT, the ωB97M-V functional and the def2-TZVPD basis

SMILES string: CC(=O)N(C(C)=O)[C@@]1(P(C)C)[C@H](C)O[C@H](I)[N@+]1(CCCCl)CCCCCCCC[Si](C)(C)c1ccccc1
Net charge: +1
2S+1: 1
Orbital gap in eV: 7.9
Molecular weight in u: 696.1

Each line ends with the Mulliken charge.
Geometry (Å):
H -0.681 -1.231 -3.664  0.562
H -7.377 0.099 1.293  0.386
C 3.176 0.654 0.452  0.087
C 0.991 -0.239 -0.774  -1.508
H 3.895 -1.882 0.061  0.567
H -1.931 -3.838 -0.924  0.398
C 0.678 2.628 0.886  -0.997
C -2.792 -3.227 -1.163  -0.477
H 5.205 2.519 2.588  0.187
H -5.024 -2.709 -3.651  0.408
N 3.346 0.061 1.806  1.035
C -6.762 0.216 0.406  -1.213
Si -4.969 -0.257 0.790  -0.056
H -4.573 -0.428 3.269  0.394
C -0.095 -0.463 -3.156  -1.430
H 0.096 1.723 0.772  -0.156
C 0.421 -1.137 -1.883  -0.858
H 0.504 -0.504 0.152  0.586
H -1.542 0.905 -3.885  0.579
P 2.467 2.378 0.665  0.625
C -3.426 -3.384 -2.397  -0.578
C 2.189 -0.028 2.567  -0.047
C -5.008 -1.657 -1.762  -0.117
H -4.496 2.071 1.290  0.549
H -0.069 -2.441 0.576  -0.223
H -2.884 0.003 -2.205  0.463
C -1.014 0.739 -2.949  -1.303
H -4.408 2.858 -0.804  0.405
H 3.732 2.261 3.507  0.332
C 3.154 -0.083 -1.807  -0.312
H 5.453 2.272 -1.213  0.409
C -2.041 0.574 -1.828  1.437
H 1.090 -1.937 -2.192  0.702
C -3.968 1.337 0.685  -0.555
H 5.265 1.686 4.128  0.453
C 0.724 -3.173 0.513  0.173
H -4.518 1.211 -1.447  0.570
C 3.267 3.839 -0.066  -1.194
C 5.555 1.745 -0.273  -1.688
C -3.273 -2.301 -0.233  -0.489
H 3.878 3.699 -0.948  0.361
H 2.093 -2.215 1.834  0.206
O 4.492 -0.040 -1.488  -0.536
H -2.499 2.621 -2.195  0.592
C -4.885 -1.097 2.472  -1.252
H 2.489 4.552 -0.333  0.391
C 2.110 -2.641 0.843  -1.028
N 2.472 -0.387 -0.486  1.053
H -2.762 -2.210 0.717  0.384
H -0.434 1.650 -2.790  0.319
H -3.074 -4.099 -3.124  0.450
H 3.026 -0.845 -2.561  0.936
H -1.624 0.027 -0.983  -0.643
H 2.802 -2.396 -1.137  0.844
H 2.726 -3.534 0.951  0.738
H -6.815 1.237 0.038  0.342
H -0.429 -1.660 -1.458  -0.324
C 2.313 -0.206 4.048  -1.840
C -4.391 -1.496 -0.516  0.686
H 0.254 3.367 0.210  0.512
H 3.882 4.323 0.687  0.353
H -4.234 -1.967 2.443  0.349
C -2.550 1.945 -1.341  -0.988
H -5.880 -1.461 2.721  0.347
H 2.556 0.733 4.536  0.362
H 3.056 -0.954 4.309  0.366
C 2.850 -1.827 -0.215  -0.923
H -2.961 1.223 1.083  0.242
H 5.482 2.478 0.521  0.298
H 5.190 -0.226 0.330  0.681
H 0.704 -3.715 -0.423  0.369
C -4.533 -2.588 -2.698  -0.792
H -1.835 2.321 -0.610  -0.161
C -3.965 1.867 -0.777  -1.134
H 0.727 0.795 -0.957  0.703
H 6.574 1.370 -0.249  0.289
O 5.356 -0.359 2.763  -0.463
H 0.492 2.976 1.896  0.582
H 1.353 -0.532 4.428  0.481
Cl 0.310 -4.398 1.758  -0.186
C 4.679 1.817 3.225  -1.292
O 1.106 -0.058 2.036  -0.264
H -5.863 -1.059 -2.044  0.290
I 2.717 1.771 -2.868  0.112
C 4.617 0.553 -0.156  -0.006
H 0.703 -0.237 -3.859  0.371
H -7.163 -0.442 -0.360  0.358
C 4.528 0.465 2.600  0.357


Top of the stability list: a, leading by 0.0231 hartree.


a:
Molecular formula: C9H17N3O4S
Method: DFT, the ωB97M-V functional and the def2-TZVPD basis

Net charge: 0
2S+1: 1
Orbital gap in eV: 8.3
Molecular weight in u: 263.3

Each line ends with the natural charge from an NBO analysis.
Geometry (Å):
C -3.380 0.631 -0.187  -0.572
H -2.082 -0.365 -1.907  0.208
H 0.786 1.985 -0.016  0.519
N -1.125 -2.101 -1.378  -0.793
H 3.684 -1.000 -1.230  0.247
C -6.042 -0.442 0.308  -0.825
C 2.557 1.322 -0.496  0.806
O 3.915 -0.969 2.096  -0.625
H 2.928 -2.359 -0.269  0.227
H -5.158 -1.226 -0.248  0.222
S -4.863 0.772 0.878  0.204
C 2.059 -0.144 0.065  -0.167
H -2.652 1.467 0.088  0.293
H -2.116 -2.547 -1.674  0.363
H 1.956 -0.094 1.232  0.253
H -3.467 -1.679 0.139  0.216
H 5.133 0.617 -0.258  0.438
O 1.668 2.290 -0.464  -0.675
H -2.188 -0.699 1.170  0.237
H -3.949 0.535 -1.317  0.222
C -1.570 -0.819 -1.023  -0.145
H 1.190 -1.488 -1.107  0.457
H -1.068 -2.407 -0.379  0.352
C -0.334 0.096 -0.504  0.721
H 5.736 0.183 1.223  0.380
N 0.897 -0.593 -0.593  -0.651
C -2.682 -0.730 0.091  -0.451
O -0.477 1.004 0.267  -0.646
C 4.177 -0.798 0.906  0.663
O 3.614 1.389 -1.115  -0.634
H -7.292 0.170 -0.496  0.253
N 5.229 -0.131 0.468  -0.815
H -6.644 -1.258 1.706  0.222
C 3.256 -1.138 -0.236  -0.504


b:
Molecular formula: C9H17N3O4S
Method: DFT, the ωB97M-V functional and the def2-TZVPD basis

Net charge: 0
2S+1: 1
Orbital gap in eV: 8.5
Molecular weight in u: 263.3

Each line ends with the natural charge from an NBO analysis.
Geometry (Å):
H 0.121 2.540 1.178  0.500
C -4.899 -0.617 -0.249  0.661
H 2.922 -1.287 -2.020  0.215
C 5.935 -1.215 -0.117  -0.811
C -0.996 0.393 -0.179  0.666
O 2.793 2.301 -0.290  -0.596
O 0.809 2.947 0.638  -0.653
H -2.109 -1.115 -0.633  0.268
N -2.277 -0.874 1.643  -0.830
H -0.551 -0.067 1.736  0.467
H -6.862 -0.901 -0.965  0.423
C 1.294 0.449 0.540  -0.155
H 6.023 -0.039 -0.865  0.270
N -6.173 -0.012 -0.515  -0.843
C 3.005 -0.721 -1.107  -0.472
H 6.685 -2.329 -0.708  0.255
C -3.719 0.340 -0.375  -0.580
H -2.990 -1.553 1.828  0.413
H 6.282 -1.096 1.356  0.244
H 0.827 -0.430 -1.670  0.299
H -3.843 1.518 -0.073  0.246
S 3.975 -1.524 0.345  0.068
C 1.623 -0.494 -0.646  -0.464
H -2.925 0.025 2.058  0.349
H -3.218 0.639 -1.449  0.308
C -2.312 -0.293 0.273  -0.158
H 1.904 0.102 1.242  0.240
H -6.082 0.892 -1.077  0.398
H 3.473 0.158 -1.472  0.231
O -0.630 0.562 -1.544  -0.687
O -4.786 -1.773 0.194  -0.601
H 1.287 -1.513 -0.467  0.215
N -0.086 0.508 0.879  -0.675
C 1.690 2.022 0.268  0.788


Top of the stability list: a, leading by 0.0829 hartree.


a:
Molecular formula: C4H6NO
Method: DFT, the ωB97M-V functional and the def2-TZVPD basis

Net charge: +1
2S+1: 1
Orbital gap (spin up / spin down) in eV: 9.1 / 9.1
Molecular weight in u: 84.1

Each line ends with the natural charge from an NBO analysis.
Geometry (Å):
H -1.752 1.502 1.917  0.310
C 0.121 0.693 1.096  0.364
O -0.567 3.824 0.446  -0.266
H -0.727 0.530 -1.721  0.383
C 1.240 0.095 1.133  -0.401
H -1.372 -0.802 -0.885  0.396
H 1.566 -0.471 0.295  0.290
H 1.842 -0.003 2.092  0.305
C -0.783 2.781 0.812  0.894
C -0.905 1.546 1.313  -0.605
H 0.136 -0.877 -1.690  0.389
N -0.496 -0.325 -1.168  -1.059


b:
Molecular formula: C4H6NO
Method: DFT, the ωB97M-V functional and the def2-TZVPD basis

SMILES string: C[n+]1ccoc1
Net charge: +1
2S+1: 1
Orbital gap in eV: 11.0
Molecular weight in u: 84.1

Each line ends with the natural charge from an NBO analysis.
Geometry (Å):
C -1.825 0.720 0.146  0.102
C -0.746 -1.065 -0.241  0.398
O -1.944 -0.589 -0.183  -0.311
H -0.785 -2.109 -0.502  0.250
H -2.820 1.135 0.226  0.266
H 1.995 0.649 0.668  0.241
H 2.108 -1.287 0.274  0.255
C 1.864 -0.235 -0.002  -0.341
N 0.182 -0.150 -0.048  -0.304
H 2.386 -0.002 -0.918  0.249
C -0.440 0.975 0.204  -0.076
H 0.024 1.958 0.375  0.273


Top of the stability list: b, leading by 0.0517 hartree.